This record from the OMol25 dataset describes a molecular structure, C25H18BrIN5OOsS. The level of theory is ωB97M-V/def2-TZVPD.

Its multiplicity is 1. The charge is +3. The value obtained for the HOMO-LUMO gap is 0.19645 Eh. The energy above the lowest of the compared OMol25 structures with the same formula, charge and spin is 0.00 kcal/mol. Its highest occupied orbital energy is -16.09 eV.

Last column: Löwdin charge in e.
Cartesian coordinates (Å):
Os -0.573 0.332 -0.431  1.3448
Br 6.408 -0.044 -2.918  0.8839
C 4.590 0.151 -2.563  -0.6751
C 3.695 0.407 -3.606  -0.0451
C 2.345 0.567 -3.358  0.0371
C 1.869 0.454 -2.060  -0.2621
O 0.527 0.634 -1.908  -0.2257
C 2.750 0.192 -0.996  -0.1314
C 2.334 0.174 0.368  -0.0187
N 1.106 0.177 0.778  -0.0709
C 0.826 0.425 2.154  -0.1972
C 1.614 0.130 3.237  0.0372
C 1.215 0.528 4.529  -0.0068
C 0.050 1.218 4.723  0.0326
C -0.786 1.520 3.621  -0.1185
C -2.001 2.225 3.726  0.0909
C -2.762 2.459 2.601  0.0204
C -2.320 1.997 1.370  -0.0513
N -1.160 1.339 1.220  -0.0858
C -0.386 1.101 2.342  -0.1470
C 4.122 0.064 -1.269  -0.0464
H 4.067 0.497 -4.618  0.1284
H 1.660 0.787 -4.164  0.1401
H 3.126 0.217 1.112  0.1492
H 2.545 -0.410 3.122  0.1292
H 1.850 0.287 5.371  0.1334
H -0.248 1.536 5.714  0.1416
H -2.334 2.578 4.696  0.1516
H -3.703 2.986 2.656  0.1380
H -2.920 2.139 0.483  0.1159
H 4.817 -0.094 -0.454  0.1243
S -1.499 -1.618 -0.396  0.7691
C -0.449 -2.928 0.240  -0.6027
N -1.102 -4.076 0.532  0.1158
C -0.443 -5.195 0.894  0.0419
C 0.927 -5.151 0.966  0.0462
C 1.534 -3.937 0.668  -0.0104
N 0.852 -2.841 0.309  0.1161
H -2.116 -4.105 0.467  0.1749
H -1.042 -6.072 1.105  0.1662
H 1.498 -6.026 1.241  0.1442
H 2.612 -3.834 0.709  0.1425
I -3.096 5.012 -2.945  1.0385
C -2.998 2.948 -2.864  -0.7103
C -3.713 2.138 -3.741  -0.0669
C -3.576 0.764 -3.640  -0.0011
C -2.754 0.230 -2.668  -0.1301
N -2.085 1.001 -1.794  -0.1470
C -2.195 2.338 -1.917  -0.2270
H -4.355 2.575 -4.494  0.1250
H -4.101 0.103 -4.314  0.1337
H -2.622 -0.839 -2.590  0.0698
H -1.599 2.945 -1.245  0.0948

This record from the OMol25 dataset describes a molecular structure, C25H18ClN3OS2Zn. The level of theory is ωB97M-V/def2-TZVPD.

Its multiplicity is 1. The charge is +2. The value obtained for the HOMO-LUMO gap is 0.23934 Eh. Its highest occupied orbital energy is -13.04 eV.

Last column: Löwdin charge in e.
Cartesian coordinates (Å):
Zn 1.122 0.335 0.824  0.9033
S -5.827 -1.348 1.164  1.0960
C -6.438 -1.337 2.750  -0.3739
C -5.485 -1.007 3.668  -0.1571
C -4.233 -0.758 3.074  -0.1111
C -4.242 -0.900 1.705  -0.4818
C -3.147 -0.727 0.769  -0.1696
C -1.868 -0.359 1.230  -0.0232
N -0.827 -0.189 0.434  0.0384
C -0.966 -0.367 -0.898  -0.1483
C -2.196 -0.733 -1.465  -0.1095
C -2.275 -0.904 -2.888  0.0198
C -1.192 -0.716 -3.673  0.0171
C 0.077 -0.338 -3.118  -0.1081
C 1.218 -0.132 -3.897  0.0997
C 2.423 0.241 -3.308  -0.1675
C 2.419 0.393 -1.910  -0.0527
N 1.352 0.194 -1.150  0.0260
C 0.180 -0.167 -1.728  -0.1411
C 3.636 0.471 -4.072  -0.4789
C 3.809 0.372 -5.431  -0.0939
C 5.123 0.660 -5.851  -0.1475
C 5.945 0.975 -4.812  -0.3746
S 5.132 0.929 -3.316  1.0620
C -3.283 -0.909 -0.605  0.0693
H -7.475 -1.577 2.926  0.0837
H -5.677 -0.947 4.729  0.1154
H -3.359 -0.484 3.648  0.1050
H -1.695 -0.201 2.286  0.1097
H -3.225 -1.187 -3.321  0.1337
H -1.264 -0.847 -4.745  0.1328
H 1.145 -0.264 -4.968  0.1363
H 3.324 0.705 -1.408  0.0835
H 3.016 0.100 -6.113  0.1178
H 5.450 0.634 -6.880  0.1197
H 6.991 1.236 -4.842  0.0826
H -4.243 -1.193 -1.019  0.1166
O 3.259 0.694 1.218  -0.0361
H 3.991 0.235 0.787  0.0902
H 3.655 1.274 1.881  0.0971
Cl 0.787 -1.672 6.040  0.7826
C 0.655 -0.310 5.017  -0.6397
C 0.263 0.931 5.506  -0.0301
C 0.160 1.994 4.623  -0.0089
C 0.459 1.795 3.289  -0.1036
N 0.850 0.599 2.823  -0.0598
C 0.943 -0.436 3.667  -0.1348
H 0.048 1.059 6.559  0.1321
H -0.152 2.971 4.965  0.1304
H 0.385 2.604 2.572  0.1256
H 1.253 -1.392 3.264  0.1253

| no. | E_tot (eV) |
| --- | --- |
| 1 | -127136.1298 |
| 2 | -115334.2218 |